DFT (ωB97M-V/def2-TZVPD) results for C5H11N3 as an isolated structure at a distorted geometry.

ΔE to the lowest compared entry with this formula, charge and spin, eV: 12.138
Gap between HOMO and LUMO, eV: 8.02
DFT total energy, hartree: -360.94335
HOMO energy, eV: -7.73

Positions of all 19 atoms, in Å:
C  -1.389  0.826  1.888
C  -1.565  -0.028  0.939
C  1.879  -1.498  0.522
C  0.045  0.333  -1.004
C  1.206  0.049  -2.009
H  -0.982  0.321  2.833
H  -2.261  1.398  2.409
H  -0.365  1.727  1.607
H  -2.288  0.318  0.050
H  -1.782  -1.014  1.347
H  2.217  -2.419  1.064
H  2.589  -1.309  -0.775
H  2.274  0.190  -1.484
H  1.129  1.091  -3.100
H  0.971  -1.278  -2.422
H  -1.008  1.287  -2.176
N  -0.263  -0.202  0.365
N  0.480  -1.009  1.037
N  -0.888  1.216  -1.091

Here is what Mulliken gives for the atomic charges, in e:
1 C -0.9756
2 C -0.2602
3 C -0.4940
4 C 0.6474
5 C -1.0823
6 H 0.3083
7 H 0.2885
8 H 0.1786
9 H 0.3802
10 H 0.3038
11 H 0.2768
12 H 0.0705
13 H 0.2867
14 H 0.3130
15 H 0.2620
16 H 0.2436
17 N 0.9356
18 N -1.0261
19 N -0.6568